The following is a DFT calculation (wB97M-V/def2-TZVPD) of C2H4P2 in the gas phase at a distorted geometry.

Properties
HOMO (alpha / beta): -8.2549 / -8.3368 eV
Kohn-Sham gap (alpha / beta): 0.2609 / 0.2595 hartree
ΔE to the lowest compared entry with this formula, charge and spin: 243.7 kJ/mol
spin multiplicity: 1
charge: 0

Geometry (Å):
C  -0.349  0.945  0.534
C  0.431  -1.309  -0.685
P  0.969  0.229  -0.534
P  0.228  2.321  1.631
H  -0.939  -0.012  0.796
H  -0.910  1.548  -0.188
H  1.074  -2.041  -1.224
H  -0.505  -1.680  -0.331